No. 1
Entry from the OMol25 dataset: a structure of composition C65H54GeN4PS2Zr (the ωB97M-V functional and the def2-TZVPD basis).

Calculated values
HOMO (alpha / beta) (eV): -10.7 / -11.7
F_max (eV/A): 2.6
Lowest unoccupied orbital energy (alpha / beta) (eV): -5.6 / -5.8

```
! RIJCOSX wB97M-V def2-TZVPD def2/J DEFGRID3
* xyz 2 2
Zr 0.21530 0.39260 0.42960
S 7.07240 -1.32900 -0.62840
C 7.43080 -3.03600 -0.67810
C 6.37040 -3.80990 -0.50020
C 5.06940 -3.09330 -0.31480
C 5.38240 -1.62140 -0.29780
C 4.52770 -0.56120 -0.08120
C 3.04120 -0.74810 0.21600
N 2.30280 0.44910 0.55180
C 2.84890 1.66080 0.30020
C 4.23390 1.86490 0.05570
C 4.72860 3.19570 -0.01130
C 3.90410 4.27050 0.05650
C 2.49510 4.10240 0.19790
C 1.58590 5.14960 0.21220
C 0.21400 4.89480 0.37180
C -0.19030 3.55860 0.49130
N 0.64530 2.52430 0.48580
C 1.98580 2.77690 0.33810
C -0.74800 5.96070 0.46420
C -0.55300 7.31110 0.30990
C -1.71010 8.07230 0.55190
C -2.78000 7.30480 0.89410
S -2.40160 5.63280 0.91060
C 5.03580 0.74330 -0.10310
H 8.45330 -3.31840 -0.83460
H 6.41460 -4.88430 -0.48590
H 4.64060 -3.39880 0.64880
H 2.95720 -1.44930 1.07760
H 5.79430 3.32220 -0.12130
H 4.30330 5.27020 -0.00160
H 1.94080 6.16150 0.10420
H -1.24440 3.31240 0.59130
H 0.39160 7.74710 0.04410
H -1.74030 9.14570 0.48630
H -3.77580 7.61760 1.13980
H 6.09290 0.87560 -0.26190
C -0.91180 1.44740 3.08060
N 0.12300 0.48400 2.66260
C 1.35350 0.78750 3.40720
C -0.28440 -0.92150 2.92600
C -1.48940 -1.25800 2.07980
C -2.75880 -0.93120 2.55900
C -3.88640 -1.08910 1.77410
C -3.75160 -1.58590 0.48910
C -2.50640 -1.97540 0.02890
C -1.34500 -1.83440 0.80120
H -1.21470 1.28070 4.12220
H -1.78910 1.36850 2.43010
H -0.50980 2.46160 3.00590
H 1.17770 0.73520 4.49080
H 1.70030 1.79590 3.15950
H 2.14070 0.07470 3.15140
H -0.50650 -1.06640 3.99540
H 0.56390 -1.57470 2.66300
H -2.86510 -0.57340 3.57440
H -4.85650 -0.82300 2.16420
H -4.61690 -1.71340 -0.13960
H -2.43350 -2.44580 -0.94350
C -1.95500 -5.59220 -3.28480
C -2.14980 -6.03840 -1.98940
C -1.56040 -5.37470 -0.92700
C -0.77520 -4.25010 -1.14360
C -0.58360 -3.81110 -2.45250
C -1.16120 -4.48110 -3.51500
Ge 0.09500 -3.20540 0.31030
C 0.49190 -4.13460 2.04460
C -0.40710 -5.01450 2.63630
C -0.07270 -5.68350 3.80170
C 1.15310 -5.46640 4.40600
C 2.04470 -4.56760 3.84580
C 1.71180 -3.91000 2.67640
C 1.84050 -2.77620 -0.56140
C 2.70130 -3.76020 -0.79440
C 4.03400 -3.49430 -1.43500
C 3.92230 -2.37920 -2.43250
C 3.05750 -1.39710 -2.22860
C 2.23090 -1.39670 -0.97740
H -2.41140 -6.11260 -4.11250
H -2.75570 -6.91160 -1.80560
H -1.70440 -5.74130 0.07810
H 0.03090 -2.93770 -2.64880
H -0.98300 -4.14820 -4.52600
H -1.37060 -5.18100 2.17920
H -0.76590 -6.38750 4.23260
H 1.41720 -5.99280 5.30950
H 3.00380 -4.39720 4.31200
H 2.41900 -3.21100 2.24030
H 2.47510 -4.77600 -0.50030
H 4.40000 -4.40440 -1.91700
H 4.57530 -2.39890 -3.28990
H 2.96320 -0.55180 -2.89470
H 1.29520 -0.77390 -1.10310
N -1.54880 0.68280 -0.37770
P -2.12260 1.51400 -1.56520
C -2.90860 0.41990 -2.79710
C -4.19570 -0.01150 -2.48880
C -4.80480 -0.98500 -3.25830
C -4.12890 -1.53310 -4.33900
C -2.86050 -1.08080 -4.66440
C -2.24080 -0.11290 -3.89150
C -3.47770 2.63670 -1.08060
C -3.79000 2.65500 0.27190
C -4.82380 3.44020 0.74760
C -5.56160 4.20950 -0.13830
C -5.28800 4.15530 -1.49640
C -4.25600 3.36530 -1.97290
C -0.83390 2.49610 -2.44470
C -1.00920 3.79510 -2.89760
C 0.03120 4.45310 -3.53200
C 1.25170 3.82750 -3.71300
C 1.43580 2.52720 -3.26750
C 0.39780 1.86900 -2.63020
H -4.70580 0.44510 -1.64960
H -5.80850 -1.31200 -3.02710
H -4.60030 -2.29580 -4.93890
H -2.35830 -1.46450 -5.53830
H -1.25080 0.23630 -4.16090
H -3.21260 2.01880 0.93540
H -5.06070 3.45180 1.80130
H -6.36370 4.83580 0.22390
H -5.89260 4.72150 -2.18840
H -4.07340 3.29840 -3.03470
H -1.95460 4.29530 -2.75810
H -0.11940 5.45280 -3.90470
H 2.05250 4.34000 -4.22140
H 2.37680 2.02670 -3.44440
H 0.50470 0.81980 -2.32370
*
```

Results of the Mulliken charge analysis, in e, for atoms 1 through 8: -1.828, -0.265, -0.417, -0.991, 0.500, 0.151, 0.440, 1.592

***

No. 2
Entry from the OMol25 dataset: a structure of composition C65H57BrGe2InN7 (the ωB97M-V functional and the def2-TZVPD basis).

Calculated values
HOMO (alpha / beta) (eV): -8.8 / -8.8
F_max (eV/A): 1.9
Lowest unoccupied orbital energy (alpha / beta) (eV): -3.3 / -4.2

```
! RIJCOSX wB97M-V def2-TZVPD def2/J DEFGRID3
* xyz 1 2
In 0.54368 -0.03357 0.76413
C 1.91003 -7.10228 3.86525
C 2.73440 -6.00859 4.09379
C 2.49210 -4.80796 3.44478
C 1.41168 -4.67964 2.56822
C 0.59094 -5.78698 2.34405
C 0.84373 -6.99132 2.98315
C 1.12613 -3.37480 1.92490
C -0.17633 -2.86711 1.98937
C -1.24778 -3.30946 2.81064
C -2.34165 -2.52346 2.52656
C -1.94147 -1.63354 1.50674
C -2.64887 -0.46354 0.84047
C -4.68936 0.35589 -0.51184
C -4.20428 1.65678 -0.61724
C -4.81854 2.58477 -1.45345
C -5.92893 2.22984 -2.19997
C -6.43000 0.93766 -2.09748
C -5.81918 0.01788 -1.26101
C -2.29517 0.77109 1.65318
N -1.02399 1.17860 1.54927
C -0.86371 2.31395 2.33616
C 0.30635 3.08009 2.39793
C 0.21144 4.39844 3.07965
C 1.02018 4.69245 4.17583
C 0.92531 5.92484 4.80613
C 0.03483 6.88117 4.33608
C -0.76792 6.59844 3.23901
C -0.68653 5.36010 2.61803
C 1.56272 2.72210 1.85794
C 2.72276 3.55663 1.77046
C 3.72506 2.81105 1.22102
C 3.20335 1.49602 0.99895
N 1.88648 1.48460 1.36019
C 3.92726 0.35974 0.56059
C 3.47291 -0.98381 0.66521
C 4.28958 -2.15688 0.60462
C 3.51942 -3.20119 1.04199
C 2.22160 -2.68325 1.33963
N 2.21576 -1.34426 1.06339
C 5.32815 0.56338 0.08903
C 6.33734 0.94458 0.97136
C 7.63805 1.11996 0.51740
C 7.94371 0.91637 -0.82228
C 6.94524 0.53190 -1.70660
C 5.64494 0.35285 -1.25156
C -2.11105 2.57696 2.96302
C -2.99907 1.60568 2.54736
N -0.64788 -1.82057 1.18879
H 2.10029 -8.03947 4.37242
H 3.56339 -6.08789 4.78569
H 3.12760 -3.95226 3.63696
H -0.22968 -5.70590 1.64419
H 0.20664 -7.84510 2.79158
H -1.18661 -4.08398 3.56040
H -3.31294 -2.56737 2.99408
H -3.33631 1.97084 -0.06065
H -4.41193 3.58782 -1.52453
H -6.40205 2.95163 -2.85406
H -7.30155 0.64460 -2.66978
H -6.22560 -0.98343 -1.18190
H 1.71185 3.94407 4.54393
H 1.54662 6.13714 5.66687
H -0.03521 7.84432 4.82573
H -1.45775 7.34370 2.86391
H -1.30885 5.13485 1.75911
H 2.76832 4.58919 2.08022
H 4.73551 3.12559 1.01304
H 5.32836 -2.18173 0.31225
H 3.81586 -4.23344 1.14508
H 6.10097 1.09443 2.01925
H 8.41546 1.40956 1.21350
H 8.95842 1.04941 -1.17378
H 7.17755 0.36432 -2.75098
H 4.86718 0.04213 -1.94118
H -2.31024 3.38468 3.65042
H -4.03534 1.51860 2.82836
C 4.88717 5.14128 -2.60275
C 3.47083 4.71309 -2.31678
C 2.39133 5.58404 -2.43302
C 1.11228 5.15731 -2.12084
C 0.96756 3.84375 -1.70531
Br -0.76763 3.20715 -1.22653
N 1.95499 2.98503 -1.59964
C 3.18365 3.42221 -1.90039
H 4.91695 5.91896 -3.36427
H 5.49460 4.30256 -2.94151
H 5.35546 5.54393 -1.70213
H 2.55131 6.60109 -2.77360
H 0.25750 5.81509 -2.18789
H 3.98547 2.69323 -1.79679
C -1.35841 -4.82449 -0.70398
Ge -2.00909 -4.23124 -2.45167
C -3.11005 -5.60527 -3.28796
C -0.46772 -3.92895 -3.61324
Ge -3.28958 -2.16240 -2.11154
C -2.67113 -0.66819 -3.18135
C -2.13098 -1.00257 -4.42898
C -1.78328 -0.01509 -5.34005
C -1.98605 1.32472 -5.02657
C -2.53305 1.67300 -3.79777
C -2.87522 0.68516 -2.88080
C -3.96188 -2.02733 -0.39923
C -4.10223 -0.74922 0.39436
C -5.05013 -0.89612 1.57382
C -5.60199 -2.05973 1.93330
C -5.29922 -3.28695 1.21921
C -4.53082 -3.23850 0.09772
H -1.31654 -5.91814 -0.68607
H -2.00193 -4.47984 0.10648
H -0.35217 -4.43400 -0.53483
H -2.49974 -6.49295 -3.47225
H -3.49031 -5.24143 -4.24392
H -3.95875 -5.88835 -2.66351
H -0.74878 -4.12184 -4.65025
H 0.30742 -4.64481 -3.33144
H -0.05989 -2.91890 -3.54760
H -1.98009 -2.04206 -4.69466
H -1.36359 -0.28995 -6.30076
H -1.72939 2.09342 -5.74493
H -2.70691 2.71514 -3.55058
H -3.32131 0.97637 -1.92396
H -2.11569 -0.34814 -0.10958
H -5.31935 0.01918 2.08644
H -6.29580 -2.08839 2.76622
H -5.71937 -4.22767 1.55294
H -4.39163 -4.15286 -0.47109
N 0.98892 0.18207 -2.57919
N 0.48869 -0.57783 -1.44723
H 1.75056 0.74798 -2.21347
H 0.25928 0.84865 -2.80684
H 1.05019 -1.42684 -1.40000
H -0.43791 -0.91232 -1.70670
*
```

Results of the Mulliken charge analysis, in e, for atoms 1 through 8: 2.098, -0.471, -0.894, -0.613, 0.200, 0.116, -0.978, 1.876